No. 1
DFT (wB97M-V/def2-TZVPD) results for a molecular structure, C29H21GaNO6.

Geometry as XYZ:
```
58
Properties=species:S:1:pos:R:3:lowdin_charge:R:1
C 4.54146 -4.00177 3.19109 -0.329
Ga 2.70801 -3.05813 3.39862 0.257
O 1.32908 -3.87449 2.31067 -0.342
N 0.50549 -4.61175 3.08606 -0.155
O 1.19950 -5.56443 3.48234 -0.107
H 4.98140 -4.44347 4.19288 -0.005
H 4.39050 -4.88407 2.42729 -0.004
H 5.32199 -3.23693 2.76635 -0.016
H 2.20393 -2.94962 4.94299 -0.092
H 2.90125 -1.56862 2.76708 -0.094
C -4.34201 1.83458 -1.30434 -0.059
C -5.46425 2.11195 -0.52418 -0.068
C -5.58249 1.55728 0.75121 -0.003
C -4.58060 0.71227 1.24380 -0.087
C -3.47047 0.41541 0.45410 -0.075
C -3.34512 0.98719 -0.81871 0.014
C -2.43181 -0.51382 0.94377 -0.257
O -1.45455 -0.77233 0.25212 0.088
C -2.59220 -1.13333 2.27439 -0.079
C -1.64448 -2.06058 2.72702 0.028
C -1.78150 -2.64115 3.98975 -0.040
C -2.85706 -2.29148 4.80570 -0.053
C -3.80568 -1.37228 4.35510 -0.005
C -3.67786 -0.79957 3.08270 -0.096
C -4.70556 0.14441 2.60096 -0.283
O -5.65364 0.44875 3.31560 0.082
H -4.24539 2.27417 -2.29467 0.106
H -6.24726 2.76229 -0.90775 0.102
H -6.45893 1.78242 1.35667 0.117
H -2.47462 0.77083 -1.43552 0.110
H -0.80006 -2.33666 2.09746 0.106
H -1.04729 -3.36485 4.33711 0.086
H -2.96014 -2.73810 5.79227 0.105
H -4.64536 -1.10784 4.99571 0.115
C 1.49198 4.59630 -5.49301 -0.070
C 2.86474 4.47907 -5.70933 -0.069
C 3.59898 3.50852 -5.02582 0.000
C 2.96044 2.65985 -4.11341 -0.084
C 1.59247 2.79339 -3.87897 -0.083
C 0.85408 3.75637 -4.57907 0.000
C 0.91778 1.93684 -2.88238 -0.277
O -0.28454 2.05110 -2.67842 0.085
C 1.71410 0.94737 -2.12944 -0.087
C 1.09855 0.16884 -1.14058 0.019
C 1.84147 -0.77866 -0.43304 -0.029
C 3.19516 -0.95764 -0.71652 -0.039
C 3.81222 -0.17957 -1.69718 0.005
C 3.07195 0.78169 -2.39812 -0.097
C 3.74184 1.62438 -3.40831 -0.283
O 4.93259 1.47092 -3.65481 0.085
H 0.91805 5.34656 -6.03249 0.102
H 3.36413 5.14216 -6.41226 0.102
H 4.66942 3.41937 -5.20364 0.119
H -0.21676 3.85735 -4.41130 0.118
H 0.04137 0.30011 -0.91532 0.089
H 1.36272 -1.37845 0.33801 0.098
H 3.77245 -1.70068 -0.17057 0.109
H 4.87057 -0.32151 -1.90962 0.118
```

## Properties
frontier orbital gap: 0.2267 Eh
M: 549.2 Da
highest occupied orbital energy: -5.3 eV
lowest unoccupied orbital energy: 0.8479 eV
net charge: -1

=====

No. 2
DFT (wB97M-V/def2-TZVPD) results for a molecular structure, C44H41F9N5OPRbS4.

Geometry as XYZ:
```
106
Properties=species:S:1:pos:R:3:lowdin_charge:R:1
Rb 1.03909 -17.37809 -11.60085 0.412
C 5.23584 -16.81153 -11.35090 -0.168
C 4.86937 -18.05010 -10.56390 -0.119
C 4.23893 -17.67281 -9.26004 -0.303
C 5.04945 -17.41214 -8.15752 -0.028
C 4.48369 -16.86184 -7.01353 -0.052
C 3.09716 -16.61525 -7.02442 -0.080
C 2.40087 -16.95607 -8.14018 -0.168
N 2.92027 -17.51790 -9.23703 0.073
N 4.16794 -16.47638 -12.32561 -0.160
C 4.30533 -15.09627 -12.69386 -0.158
C 3.89959 -14.08020 -11.66216 -0.246
C 3.96070 -12.72569 -11.96065 -0.027
C 3.61357 -11.80064 -11.00559 -0.073
C 3.28894 -12.26211 -9.74036 -0.078
C 3.19801 -13.62294 -9.52696 -0.096
N 3.57259 -14.54715 -10.46101 0.136
C 4.33837 -17.29993 -13.49883 -0.167
C 3.17586 -17.28284 -14.47299 -0.298
C 3.19730 -16.49393 -15.60329 -0.057
C 2.16696 -16.58428 -16.55382 -0.092
C 1.08110 -17.32190 -16.22663 -0.079
C 1.10803 -18.11890 -15.01531 -0.200
N 2.16193 -18.16009 -14.22646 0.041
H 6.18765 -16.93067 -11.90163 0.125
H 5.41209 -15.92259 -10.75369 0.107
H 5.59301 -18.79218 -10.37443 0.087
H 4.07736 -18.65545 -11.02064 0.116
H 6.08197 -17.72004 -8.18905 0.110
H 4.98010 -16.74636 -6.04208 0.107
H 2.67817 -16.16483 -6.15722 0.093
H 1.30761 -16.89580 -8.17710 0.108
H 3.64899 -14.97591 -13.55969 0.119
H 5.32482 -14.94389 -13.15094 0.145
H 4.34899 -12.43916 -12.91875 0.112
H 3.69316 -10.73431 -11.30652 0.119
H 2.95656 -11.54041 -8.99816 0.100
H 2.87842 -13.99714 -8.58612 0.085
H 4.61398 -18.35357 -13.24562 0.143
H 5.14596 -16.89710 -14.15857 0.117
H 4.10589 -15.93635 -15.89063 0.114
H 2.32667 -16.04134 -17.49279 0.108
H 0.19128 -17.43007 -16.79793 0.095
H 0.26626 -18.77820 -14.76897 0.006
S -0.09563 -15.23427 -13.76739 -0.287
S -1.85110 -16.08585 -12.75995 -0.286
S -2.25631 -17.85654 -13.72467 -0.179
S -1.16773 -19.45339 -12.79361 -0.172
F -3.23993 -24.18841 -13.09291 0.143
C -2.65219 -24.70715 -11.99254 -0.556
F -1.77404 -25.63456 -12.45350 0.113
F -3.60659 -25.32194 -11.23895 0.114
C -1.92668 -23.66010 -11.20432 -0.130
C -0.60898 -23.30553 -11.54393 0.017
C -0.11793 -22.16456 -10.89431 -0.121
C -0.78077 -21.47379 -9.90366 -0.358
C -2.10837 -21.86574 -9.67999 -0.069
C -2.67114 -22.94581 -10.30220 -0.012
P 0.17705 -20.15901 -8.95068 1.135
C -1.22128 -19.05517 -8.57569 -0.397
C -2.05920 -18.63203 -9.60637 -0.120
C -3.05388 -17.73529 -9.34250 0.018
C -3.27726 -17.18614 -8.05618 -0.111
C -2.40578 -17.58001 -7.03648 -0.025
C -1.41533 -18.47617 -7.31103 -0.113
C -4.39782 -16.28381 -7.81125 -0.580
F -5.46471 -16.89888 -7.21005 0.112
F -4.93089 -15.76828 -8.92928 0.140
F -4.05331 -15.23037 -7.04289 0.131
C 0.30857 -21.26137 -7.43399 -0.322
C -0.85341 -21.65026 -6.71887 -0.072
C -0.75147 -22.47310 -5.63304 -0.013
C 0.44969 -23.14958 -5.34746 -0.123
C 1.60339 -22.77151 -6.03699 0.001
C 1.54572 -21.81324 -7.08764 -0.060
C 0.38430 -24.23958 -4.32230 -0.548
F -0.30874 -25.30378 -4.78468 0.131
F -0.22976 -23.84040 -3.17253 0.111
F 1.54560 -24.79351 -3.86703 0.109
H -0.03404 -23.81618 -12.30048 0.119
H 0.93790 -21.97242 -11.15284 0.114
H -2.65072 -21.21679 -9.01231 0.101
H -3.71338 -23.17533 -10.12974 0.127
H -1.92566 -18.93551 -10.64379 -0.021
H -3.72520 -17.55005 -10.17277 0.129
H -2.55420 -17.08788 -6.05173 0.133
H -0.65270 -18.72309 -6.53591 0.119
H -1.78286 -21.12174 -6.89286 0.102
H -1.59070 -22.70628 -4.95837 0.132
H 2.58729 -23.14416 -5.73960 0.107
H 2.41483 -21.57877 -7.62024 0.059
C 5.41774 -21.23783 -7.84059 -0.045
N 5.36242 -22.51254 -8.53102 -0.154
C 5.51126 -23.73578 -7.71888 -0.031
C 4.97264 -22.50203 -9.85117 -0.526
C 4.88433 -23.80538 -10.56058 -0.006
O 4.64920 -21.47978 -10.43096 0.048
H 4.49112 -20.96494 -7.38708 0.061
H 5.66089 -20.46321 -8.58889 0.078
H 6.18432 -21.29637 -7.02044 0.102
H 6.30546 -23.55027 -6.98347 0.092
H 5.79559 -24.51461 -8.36821 0.054
H 4.54483 -23.97162 -7.26437 0.085
H 4.25356 -24.48035 -9.96830 0.087
H 5.88435 -24.24032 -10.57905 0.084
H 4.51861 -23.68142 -11.59741 0.101
```

## Properties
frontier orbital gap: 0.1823 Eh
M: 1071.5 Da
highest occupied orbital energy: -3.3 eV
lowest unoccupied orbital energy: 1.6556 eV
ΔE to the lowest compared entry with this formula, charge and spin: 14.3 kcal/mol
net charge: -1

=====

No. 3
DFT (wB97M-V/def2-TZVPD) results for C3H8ClP in the gas phase.

Geometry as XYZ:
```
13
Properties=species:S:1:pos:R:3:lowdin_charge:R:1
C 0.00591 0.07703 -1.29658 -0.189
C -0.18496 -0.64437 0.02022 -0.310
C -0.35943 0.48707 1.19032 -0.471
P 1.16903 1.60269 1.19450 0.465
Cl 1.36802 2.16035 3.16363 0.080
H -0.84393 0.56703 -1.85406 0.082
H 0.72863 0.95901 -1.25376 0.047
H 0.20691 -0.63437 -2.12612 0.069
H -1.07929 -1.33664 0.08762 0.114
H 0.76445 -1.17733 0.29194 0.086
H -1.22696 1.06524 0.99613 0.040
H -0.58075 -0.12470 2.03342 0.048
H 1.97321 0.37573 1.10327 -0.062
```

## Properties
frontier orbital gap: 0.3768 Eh
M: 110.5 Da
highest occupied orbital energy: -9.3 eV
lowest unoccupied orbital energy: 0.9206 eV
ΔE to the lowest compared entry with this formula, charge and spin: 2.0 kcal/mol
SMILES string: CCCPCl
net charge: 0

=====

No. 4
DFT (wB97M-V/def2-TZVPD) results for a molecular structure, C11H13N2O.

Geometry as XYZ:
```
27
Properties=species:S:1:pos:R:3:lowdin_charge:R:1
C 2.51827 -2.07391 -2.39596 -0.053
C 1.42227 -1.39981 -2.93640 -0.051
C 2.68039 -2.09849 -1.02756 -0.023
C 0.39500 -0.87560 -2.14781 -0.024
C 1.46800 -1.47624 1.15917 -0.005
C 0.32234 -0.91052 1.49624 -0.022
C 1.70439 -1.52871 -0.26164 -0.143
C 0.52217 -0.89797 -0.80257 -0.133
C -1.51240 2.47491 1.65514 -0.145
C -2.79971 1.59376 1.52540 -0.101
C -1.31276 0.33453 0.28313 -0.197
N -0.29567 -0.49355 0.30474 -0.007
N -0.69241 2.13038 0.55025 0.070
O -2.22374 0.32505 1.27597 -0.030
H 3.26165 -2.54338 -3.02069 0.114
H 1.26146 -1.31607 -3.94847 0.084
H 3.49184 -2.75387 -0.55841 0.156
H -0.41649 -0.21974 -2.62413 0.137
H 2.07731 -1.81913 1.92290 0.103
H -0.16933 -0.64399 2.49196 0.166
H -1.67522 3.56450 1.81181 0.147
H -0.91109 1.97418 2.49915 0.159
H -3.42672 1.38859 2.43519 0.165
H -3.44862 1.89985 0.79273 0.098
H -1.80289 0.54671 -0.83759 0.227
H -0.81826 2.61019 -0.28379 0.107
H 0.38022 2.20832 0.64124 0.202
```

## Properties
frontier orbital gap: 0.3292 Eh
M: 189.2 Da
highest occupied orbital energy: -11.9 eV
lowest unoccupied orbital energy: -2.9624 eV
ΔE to the lowest compared entry with this formula, charge and spin: 28.4 kcal/mol
net charge: +1

=====

No. 5
DFT (wB97M-V/def2-TZVPD) results for a gas-phase ion, C5H9N2 (charge +1).

Geometry as XYZ:
```
16
Properties=species:S:1:pos:R:3:lowdin_charge:R:1
C -1.30877 1.03741 -0.13610 -0.094
C -1.86740 -0.24393 0.05855 0.131
C 1.46343 -0.03416 0.66705 -0.263
C 0.04753 1.14420 -0.91716 -0.224
C -2.10682 -1.51606 -0.08693 0.155
N 1.10395 0.38016 -0.47879 0.037
N 2.47290 -0.93853 0.87071 0.110
H -1.12931 1.50271 0.80396 0.117
H 1.03581 0.33200 1.59411 0.138
H -0.13750 0.90041 -1.89607 0.098
H 0.43246 2.11124 -1.05546 0.128
H -1.69921 1.69835 -0.99018 0.195
H -2.97437 -2.09211 -0.11680 0.083
H -1.14269 -2.09224 -0.24851 0.155
H 2.67906 -1.02118 1.84451 0.089
H 3.13092 -1.16826 0.08713 0.144
```

## Properties
frontier orbital gap (spin up / spin down): 0.2472 / 0.2472 Eh
M: 97.1 Da
highest occupied orbital energy (spin up / spin down): -13.1 / -13.1 eV
lowest unoccupied orbital energy (spin up / spin down): -6.3746 / -6.3745 eV
ΔE to the lowest compared entry with this formula, charge and spin: 136.7 kcal/mol
net charge: +1

=====

Looking at F_max for the records above, in order, we have 0.103; 0.054; 0.051; 0.098; 0.064 hartree/bohr.